C28H42O21 | wB97M-V/def2-TZVPD

Results
ΔE to the lowest compared entry with this formula, charge and spin, kcal/mol: 156.5
Largest force on an atom, eV/Å: 7.66
Orbital gap, eV: 10.81
E, eV: -72710.3188
Structure (SMILES): C[C@H]1COC(=O)O1.C[C@H]1COC(=O)O1.C[C@H]1COC(=O)O1.C[C@H]1COC(=O)O1.C[C@H]1COC(=O)O1.C[C@H]1COC(=O)O1.C[C@H]1COC(=O)O1

Last column: Mulliken charge in e.
CARTESIAN COORDINATES (ANGSTROEM)
C 23.1888 2.6282 -4.0320  -1.32
C 23.7847 1.4868 -4.9152  0.44
C 25.2584 1.4478 -4.7422  -0.50
O 25.4883 0.2070 -4.2430  -0.35
C 24.3207 -0.4544 -3.8621  0.67
O 24.4049 -1.5554 -3.3910  -0.52
O 23.3029 0.2961 -4.3459  -0.36
H 23.5077 3.5937 -4.4248  0.39
H 23.5282 2.6700 -2.9970  0.35
H 22.0990 2.6165 -4.0422  0.34
H 23.6467 1.5537 -5.9943  0.31
H 25.7928 2.0582 -4.0142  0.25
H 25.7344 1.7490 -5.6754  0.32
C 20.3496 -4.3121 -7.7831  -1.43
C 20.7465 -4.0274 -9.1998  0.65
C 22.2119 -3.6635 -9.4642  -0.46
O 22.4716 -4.3037 -10.7740  -0.29
C 21.6476 -5.2568 -10.9419  0.67
O 21.8074 -6.1935 -11.7172  -0.57
O 20.6409 -5.1054 -9.9972  -0.37
H 21.0129 -5.0364 -7.3101  0.34
H 19.3066 -4.6115 -7.6804  0.35
H 20.2511 -3.4523 -7.1204  0.39
H 20.1221 -3.1786 -9.4785  0.16
H 22.9918 -3.8586 -8.7282  0.31
H 22.1502 -2.5776 -9.5361  0.28
C 31.3878 -0.7939 -11.9611  -1.35
C 29.9441 -0.3279 -12.1766  0.30
C 29.0276 -1.3857 -12.8465  -0.44
O 28.0849 -1.6000 -11.8110  -0.33
C 28.4077 -1.0262 -10.6873  0.73
O 27.7063 -1.1274 -9.7114  -0.60
O 29.4780 -0.3590 -10.8833  -0.35
H 32.1339 -0.1046 -11.5660  0.33
H 31.7348 -0.9918 -12.9753  0.40
H 31.4054 -1.7873 -11.5127  0.33
H 29.7711 0.6536 -12.6178  0.34
H 29.6920 -2.2440 -12.9461  0.28
H 28.7304 -1.1333 -13.8644  0.34
C 20.0507 8.6059 -1.2751  -1.37
C 20.4908 9.5826 -0.1438  0.51
C 20.9412 11.0045 -0.4295  -0.44
O 19.9985 11.9230 0.0745  -0.33
C 19.1169 11.2356 0.8814  0.69
O 18.1953 11.7320 1.5500  -0.55
O 19.4380 9.9270 0.7560  -0.37
H 19.4153 9.1282 -1.9903  0.35
H 19.4299 7.8262 -0.8336  0.35
H 20.8392 8.1413 -1.8671  0.37
H 21.3088 9.0713 0.3636  0.22
H 21.0509 11.0634 -1.5123  0.29
H 21.8098 11.3490 0.1317  0.29
C 19.3491 -10.9550 -3.1014  -1.28
C 19.0344 -9.7719 -2.1918  0.44
C 19.2752 -9.9184 -0.6823  -0.51
O 20.5177 -9.3065 -0.4578  -0.30
C 20.6214 -8.3974 -1.3269  0.72
O 21.4766 -7.4744 -1.3119  -0.64
O 19.8092 -8.6015 -2.3302  -0.33
H 18.7961 -11.8439 -2.7979  0.36
H 20.4062 -11.2157 -3.0487  0.33
H 19.2303 -10.6059 -4.1271  0.35
H 17.9829 -9.4866 -2.2259  0.28
H 19.2849 -10.9760 -0.4191  0.27
H 18.6917 -9.4455 0.1076  0.31
C 23.4631 -3.2623 3.9022  -1.32
C 22.4395 -2.4091 3.0751  0.42
C 20.9799 -2.7253 3.1686  -0.61
O 20.5798 -1.9135 4.2424  -0.35
C 21.3595 -0.8998 4.3666  0.67
O 21.2107 0.0814 5.0171  -0.54
O 22.3999 -1.0934 3.5399  -0.40
H 24.1406 -3.6608 3.1471  0.32
H 23.0862 -4.1304 4.4429  0.35
H 23.9803 -2.7366 4.7049  0.36
H 22.5458 -2.3510 1.9918  0.42
H 20.7982 -3.7985 3.2271  0.36
H 20.4419 -2.2554 2.3452  0.33
C 29.3802 -4.4420 -0.7583  -1.37
C 29.3605 -5.4196 -1.9448  0.42
C 29.5512 -4.8402 -3.2730  -0.33
O 30.4206 -5.7571 -3.8771  -0.33
C 30.9241 -6.6777 -2.9593  0.68
O 31.7155 -7.6026 -3.0878  -0.57
O 30.4490 -6.3794 -1.7788  -0.35
H 30.2786 -3.8355 -0.6440  0.34
H 29.1994 -5.0888 0.1002  0.35
H 28.4796 -3.8303 -0.7039  0.40
H 28.4115 -5.9404 -2.0727  0.21
H 29.9059 -3.8130 -3.1890  0.27
H 28.6081 -4.9067 -3.8154  0.28